Entry 1:
{"formula": "C24H35N6O3", "method": "the ωB97M-V functional and the def2-TZVPD basis", "total_energy_ev": -40529.34878, "max_force_ha_per_bohr": 0.0234, "charge": 1, "species": ["C", "C", "C", "N", "C", "N", "C", "N", "N", "O", "C", "C", "O", "O", "C", "C", "C", "C", "C", "C", "C", "H", "H", "H", "H", "H", "H", "H", "H", "H", "H", "H", "H", "H", "H", "H", "H", "H", "H", "H", "H", "H", "H", "H", "H", "H", "N", "C", "C", "C", "C", "C", "H", "H", "H", "H", "H", "N", "C", "C", "C", "C", "C", "H", "H", "H", "H", "H"], "coordinates": [[1.68479, -0.08446, 3.26854], [1.41214, 0.31297, 1.83542], [2.12882, -0.64793, 0.82824], [3.09329, 0.03969, -0.03325], [2.79304, 0.94567, -0.90761], [3.79729, 1.45783, -1.72695], [4.51889, 2.62485, -1.19925], [3.60982, 3.71025, -0.92635], [1.44717, 1.26487, -1.02530], [1.10666, 2.34932, -0.18790], [0.99034, 1.47233, -2.41037], [-0.06660, 0.43946, -2.84316], [0.42353, -0.41905, -3.86803], [0.06334, 0.48356, 1.46278], [-0.89684, -0.50053, 1.88630], [-1.82860, 0.05674, 2.93363], [-1.58051, -0.03221, 4.30128], [-2.46748, 0.54200, 5.20684], [-3.59899, 1.21164, 4.74763], [-3.86386, 1.28284, 3.38547], [-2.97974, 0.71095, 2.47915], [2.76598, -0.12282, 3.39799], [1.29436, 0.63896, 3.97376], [1.32174, -1.07776, 3.51875], [1.86225, 1.29131, 1.69524], [1.36096, -1.11312, 0.21916], [2.65351, -1.40616, 1.39760], [4.06203, -0.23124, 0.06191], [4.44390, 0.72085, -1.98557], [5.24917, 2.89425, -1.96621], [5.09901, 2.39297, -0.30350], [4.14229, 4.55358, -0.75934], [3.01822, 3.88821, -1.72855], [0.23549, 2.10632, 0.16523], [1.80132, 1.45474, -3.13274], [0.55580, 2.46662, -2.46214], [-0.92258, 0.97556, -3.24947], [-0.36117, -0.18525, -2.00909], [0.73009, 0.11703, -4.60333], [-1.50652, -0.70493, 1.00907], [-0.44198, -1.44659, 2.17460], [-0.71155, -0.54198, 4.68753], [-2.24501, 0.47215, 6.25915], [-4.26507, 1.66794, 5.46346], [-4.73586, 1.79306, 3.00785], [-3.17583, 0.75710, 1.41912], [5.03018, -4.74653, -1.99179], [4.76433, -3.54294, -1.49673], [3.77102, -2.71343, -1.99396], [3.01041, -3.15310, -3.06782], [3.27768, -4.40449, -3.59423], [4.29352, -5.15887, -3.02098], [5.38310, -3.23443, -0.65850], [3.59432, -1.74441, -1.55087], [2.22515, -2.53248, -3.48400], [2.71303, -4.79143, -4.43057], [4.53230, -6.14489, -3.40219], [-5.38276, -0.38400, -0.12664], [-5.56756, 0.34245, -1.22822], [-6.75862, 0.97888, -1.54035], [-7.82109, 0.85326, -0.65995], [-7.64791, 0.10068, 0.49000], [-6.41451, -0.49375, 0.70899], [-4.71313, 0.41335, -1.89337], [-6.85007, 1.55642, -2.44981], [-8.76859, 1.33322, -0.86730], [-8.45059, -0.02530, 1.20309], [-6.23728, -1.08979, 1.59759]]}

Entry 2:
{"formula": "C30H26IN6O4Sn", "method": "the ωB97M-V functional and the def2-TZVPD basis", "total_energy_ev": -62568.44206, "max_force_ha_per_bohr": 0.0148, "charge": 3, "species": ["Sn", "O", "N", "O", "C", "C", "C", "C", "C", "C", "N", "C", "C", "N", "C", "C", "C", "C", "H", "H", "H", "H", "H", "H", "H", "C", "C", "O", "H", "H", "H", "I", "C", "C", "C", "C", "C", "N", "H", "H", "H", "H", "C", "N", "N", "C", "O", "C", "C", "C", "C", "C", "C", "C", "C", "C", "H", "H", "H", "H", "H", "H", "H", "H", "H", "H", "H", "H"], "coordinates": [[-0.16625, 0.18202, 1.29769], [-2.04404, 2.43670, 8.62365], [-1.04090, 2.27957, 7.97395], [0.09610, 2.41252, 8.37176], [-1.23903, 1.88219, 6.54195], [-2.52484, 1.80126, 6.13584], [-2.86116, 1.45137, 4.79661], [-4.18845, 1.40644, 4.33006], [-4.42691, 1.06341, 3.02063], [-3.34368, 0.76974, 2.19531], [-2.08392, 0.81672, 2.60990], [-1.83304, 1.14731, 3.89673], [-0.46534, 1.19375, 4.33215], [0.48960, 0.85695, 3.42761], [1.77010, 0.94318, 3.76890], [2.17817, 1.38021, 5.01978], [1.23053, 1.70687, 5.96235], [-0.14279, 1.60020, 5.64447], [-3.30917, 2.01617, 6.84914], [-5.00578, 1.63824, 5.00129], [-5.43004, 1.01560, 2.62193], [-3.50517, 0.47441, 1.16419], [2.49240, 0.65238, 3.01556], [3.23182, 1.45257, 5.24751], [1.53491, 2.04403, 6.93833], [-2.34572, 1.66415, -1.95892], [-2.18682, 0.20971, -2.21020], [-2.93291, -0.54837, -2.72598], [-3.38428, 1.94249, -2.11416], [-1.73137, 2.20551, -2.68255], [-2.01133, 1.95307, -0.96211], [1.12937, 2.78552, 0.34039], [2.71238, 1.34664, 0.26605], [3.97668, 1.68507, -0.15513], [4.92718, 0.66736, -0.14238], [4.56453, -0.59953, 0.29411], [3.26059, -0.81732, 0.70560], [2.33799, 0.15374, 0.69227], [4.22268, 2.68703, -0.47780], [5.93902, 0.87212, -0.46625], [5.28301, -1.40653, 0.32144], [2.92203, -1.78220, 1.06349], [0.58442, -3.51725, -4.92704], [0.09830, -2.97510, -3.66760], [-0.13820, -1.64663, -3.48702], [-0.57579, -1.48099, -2.22610], [-0.90945, -0.25418, -1.75203], [-0.61313, -2.70702, -1.59711], [-0.18072, -3.64001, -2.54116], [-0.06725, -5.11200, -2.40910], [0.11428, -0.66621, -4.50943], [-0.94133, -0.10085, -5.21059], [-0.66145, 0.82025, -6.21071], [0.65317, 1.14456, -6.51631], [1.70074, 0.55081, -5.82234], [1.43609, -0.35407, -4.80859], [0.28030, -2.87682, -5.74937], [0.16262, -4.50726, -5.07847], [1.67182, -3.59309, -4.92565], [-0.94872, -2.91468, -0.59633], [-0.16752, -5.40076, -1.36669], [0.88035, -5.48766, -2.79412], [-0.86953, -5.59907, -2.96870], [-1.96136, -0.39612, -5.00316], [-1.47691, 1.26734, -6.76258], [0.86381, 1.84929, -7.30912], [2.72652, 0.78087, -6.07601], [2.24277, -0.82563, -4.25981]]}

Entry 3:
{"formula": "C7H17N2O3P", "method": "the ωB97M-V functional and the def2-TZVPD basis", "total_energy_ev": -25922.35651, "max_force_ha_per_bohr": 0.0830, "charge": 2, "relative_energy_kcal_mol": 0.0, "species": ["C", "C", "C", "C", "C", "C", "C", "N", "N", "O", "O", "O", "P", "H", "H", "H", "H", "H", "H", "H", "H", "H", "H", "H", "H", "H", "H", "H", "H", "H"], "coordinates": [[-4.87662, 0.36267, -0.18466], [5.59548, 0.90513, -0.84665], [-0.58080, -2.30892, -1.09258], [-3.73921, 1.44968, -0.15000], [4.65563, 0.99633, 0.34439], [-2.68915, 0.90215, 0.91854], [4.04954, -0.36232, 0.81340], [-2.23289, -0.44294, 0.59570], [2.89930, -0.76662, 0.78681], [-2.66162, -1.61830, 1.13781], [1.88215, -1.29365, 0.66602], [-0.01285, 0.35057, -0.54439], [-0.96331, -0.71521, -0.39003], [-4.96687, -0.10276, 0.81170], [-5.84572, 0.93456, -0.32245], [-4.57575, -0.40048, -0.93413], [4.98546, 0.97247, -1.85374], [6.17189, 1.91382, -1.02916], [6.08424, -0.04183, -0.77142], [0.06936, -2.93135, -0.42613], [-1.57878, -2.75420, -1.29315], [0.04702, -2.06922, -2.01035], [-4.11821, 2.45451, 0.09793], [-3.12653, 1.62568, -1.16479], [3.68619, 1.53902, 0.19182], [5.26267, 1.39686, 1.20865], [-1.67986, 1.37551, 0.72485], [-3.05616, 1.06548, 1.95258], [4.83047, -0.99620, 1.27151], [-3.51509, -1.44043, 1.49189]]}

Entry 4:
{"formula": "C6H12", "method": "the ωB97M-V functional and the def2-TZVPD basis", "total_energy_ev": -6412.90122, "max_force_ha_per_bohr": 0.0052, "relative_energy_kcal_mol": 93.2, "species": ["C", "C", "C", "C", "C", "C", "H", "H", "H", "H", "H", "H", "H", "H", "H", "H", "H", "H"], "coordinates": [[-0.57053, 0.17830, -2.13160], [-0.10188, 0.99335, -0.91999], [0.89141, 0.10991, -0.17958], [0.90402, 0.68167, 1.59260], [0.33952, -0.60801, 1.00422], [-1.14017, -0.87956, 1.23962], [0.28776, -0.14260, -2.72994], [-1.11573, -0.72050, -1.82139], [-1.23576, 0.77349, -2.76563], [-0.98459, 1.33065, -0.35207], [0.40528, 1.89401, -1.28527], [1.55320, 1.07568, 0.68132], [0.15619, 1.42127, 1.87529], [1.70272, 0.54161, 2.32019], [0.93676, -1.47713, 1.29327], [-1.30864, -1.19951, 2.27401], [-1.48936, -1.68675, 0.58608], [-1.76969, -0.00324, 1.05855]]}